Entry 1:
A molecular structure, C16H22N2RuSbSe4Te. Source: OMol25; level of theory: ωB97M-V/def2-TZVPD.

Properties
orbital gap (alpha / beta)	6.585 / 5.144	eV
net charge	+1
multiplicity	5
energy relative to the best compared isomer or geometry (same formula, charge and spin)	7.41	kcal per mole

```
47
Properties=species:S:1:pos:R:3:forces:R:3
Ru -4.094 -2.881 16.848 -1.1 -0.2 1.3
N -6.113 -2.564 17.608 -2.4 1.3 0.2
C -7.028 -3.790 17.647 0.8 -0.9 -1.0
C -6.926 -4.629 18.936 -1.1 0.8 -0.5
C -5.989 -5.820 19.044 0.2 0.5 0.7
C -4.538 -5.712 18.539 0.0 -1.3 0.5
N -3.983 -4.341 18.538 0.4 -0.9 -0.2
H -6.075 -2.169 18.581 -0.1 -0.4 -1.2
H -6.717 -1.853 17.047 1.7 -1.2 1.1
H -6.794 -4.382 16.720 -0.1 0.3 0.8
H -8.067 -3.498 17.517 0.0 0.4 0.1
H -7.923 -5.057 19.098 0.0 0.2 -0.1
H -6.880 -3.866 19.732 0.5 -0.5 0.2
H -6.468 -6.714 18.660 0.0 0.0 -0.6
H -5.980 -6.053 20.114 0.3 0.1 0.0
H -4.425 -6.168 17.538 0.1 0.2 0.6
H -4.007 -6.301 19.335 0.2 0.3 -1.3
H -2.948 -4.428 18.581 -0.7 0.0 0.4
H -4.311 -3.964 19.411 0.3 0.7 0.4
Se -0.013 -4.227 18.995 -0.4 0.8 -0.1
Sb -1.035 -2.506 17.640 -0.1 -1.0 0.6
Se -2.192 -3.942 15.860 0.5 0.3 0.1
Se -3.153 -1.240 18.474 1.1 -0.1 -0.6
Se 0.657 -1.282 16.343 0.2 0.3 0.0
Te -4.747 -2.496 14.481 0.0 2.0 -2.5
C -3.173 -1.251 13.564 0.3 -1.2 -0.5
C -2.218 -0.604 14.325 0.2 0.6 -0.1
C -1.171 0.086 13.692 0.2 -0.1 1.3
C -0.992 0.098 12.331 -1.7 -0.5 -0.2
C -1.913 -0.623 11.559 -0.1 0.3 1.0
C -2.965 -1.319 12.170 -0.5 -0.3 -0.7
C -6.129 -0.812 14.505 0.1 -0.7 0.4
C -5.748 0.396 15.093 0.6 -0.6 0.1
C -6.689 1.364 15.286 -0.4 1.4 0.3
C -8.040 1.125 14.940 1.0 1.6 0.6
C -8.393 0.001 14.292 -0.1 -2.3 -1.6
C -7.423 -1.016 14.059 0.4 0.5 0.8
H -2.254 -0.535 15.411 -0.2 -0.2 -0.1
H -0.479 0.581 14.376 -0.1 0.2 -0.4
H -0.299 0.737 11.842 0.8 0.2 -0.1
H -1.822 -0.566 10.492 -0.1 -0.3 -0.4
H -3.625 -1.903 11.488 0.4 0.5 0.8
H -4.725 0.515 15.430 0.0 0.2 -0.1
H -6.371 2.369 15.669 -0.5 -1.2 -0.2
H -8.774 1.886 15.158 -0.1 0.1 -0.1
H -9.378 -0.129 13.835 0.2 0.0 0.5
H -7.582 -1.997 13.650 -0.9 0.0 -0.5
```
Positions in Å, forces in eV/Å.


Entry 2:
A molecular structure, C21H24N2OP2Tl. Source: OMol25; level of theory: ωB97M-V/def2-TZVPD.

Properties
orbital gap (alpha / beta)	4.277 / 4.914	eV
net charge	+1
multiplicity	1
energy relative to the best compared isomer or geometry (same formula, charge and spin)	58.13	kcal per mole

```
51
Properties=species:S:1:pos:R:3:forces:R:3
C -1.853 2.812 -1.873 -0.2 0.7 0.1
C -1.543 1.489 -1.608 0.8 -0.4 0.0
C -0.192 1.067 -1.766 0.0 0.6 1.4
C 0.859 2.000 -2.073 -2.1 0.1 -0.3
C 0.509 3.371 -2.160 -0.4 -0.3 -0.2
C -0.828 3.768 -2.116 0.0 -0.2 0.2
C 2.124 1.457 -2.232 1.7 1.3 -0.3
C 2.448 0.269 -1.585 0.0 -2.0 0.1
C 1.366 -0.656 -1.395 -0.2 0.3 1.8
C 1.564 -1.982 -0.912 -0.1 0.8 -0.3
C 2.857 -2.351 -0.551 0.4 -0.1 0.3
C 3.909 -1.400 -0.571 0.0 -0.3 0.2
C 3.700 -0.108 -1.051 -0.1 -0.1 -0.5
H -2.907 3.124 -1.852 0.5 0.0 0.1
H 1.335 4.081 -2.205 -0.4 0.0 -0.3
H -1.085 4.833 -2.219 0.1 -0.7 0.1
H 2.891 2.009 -2.795 -0.2 0.0 0.7
H 3.044 -3.378 -0.216 0.1 0.4 -0.1
H 4.908 -1.672 -0.192 -0.7 0.0 -0.3
H 4.470 0.667 -1.024 0.0 -0.5 -0.1
N 0.097 -0.190 -1.361 -1.2 -1.2 -0.7
Tl 3.415 2.517 1.221 1.2 -1.4 -1.0
C -2.552 0.426 -1.171 0.9 0.3 -1.4
H -2.538 -0.358 -1.947 -0.4 0.1 0.2
H -3.545 0.893 -1.082 0.2 -0.5 0.2
C 0.318 -2.858 -0.773 1.0 1.0 -1.0
H -0.248 -2.784 -1.717 0.1 -0.3 0.3
H 0.632 -3.896 -0.575 -0.5 0.3 0.2
P -2.135 -0.432 0.394 0.7 0.9 -0.2
P -0.823 -2.318 0.553 0.6 0.2 0.0
C 0.214 -2.091 2.021 -0.3 0.4 0.2
H -0.384 -1.729 2.869 0.2 -0.1 -0.2
H 0.668 -3.057 2.285 -0.2 0.2 -0.2
H 1.013 -1.372 1.807 -0.2 -0.2 -0.1
C -1.878 -3.746 0.851 -0.5 0.0 0.2
H -1.292 -4.664 0.704 -0.1 0.3 0.0
H -2.259 -3.720 1.878 0.0 -0.1 -0.2
H -2.721 -3.741 0.149 0.2 -0.1 0.1
C -1.416 0.818 1.489 0.3 -0.3 0.3
H -2.000 1.746 1.410 0.1 -0.3 -0.1
H -1.422 0.468 2.530 0.0 0.1 -0.2
H -0.388 1.050 1.190 -0.2 0.0 -0.1
C -3.745 -0.870 1.085 -0.1 -0.4 0.3
H -3.656 -1.043 2.163 -0.1 0.0 -0.2
H -4.438 -0.035 0.910 0.2 -0.2 0.1
H -4.142 -1.772 0.602 0.0 0.3 0.1
C 2.070 1.024 3.273 -1.0 -0.8 1.6
O 1.473 0.460 4.065 0.9 0.9 -1.4
H 2.638 4.013 2.047 -2.2 1.2 0.7
N 0.139 3.907 1.766 4.1 0.1 0.2
C 1.331 3.955 1.760 -3.2 0.0 0.1
```
Positions in Å, forces in eV/Å.


Entry 3:
3 unconnected molecules or ions with the total composition C4H13N2S. Source: OMol25; level of theory: ωB97M-V/def2-TZVPD.

Properties
orbital gap	3.932	eV
net charge	+1
multiplicity	1
energy relative to the best compared isomer or geometry (same formula, charge and spin)	160.36	kcal per mole

```
20
Properties=species:S:1:pos:R:3:forces:R:3
N 3.562 0.803 -1.232 -0.1 0.1 -0.6
C -2.333 -1.283 0.609 0.6 0.4 1.0
C -2.948 -0.621 1.614 0.1 -1.0 -0.9
S 1.609 -0.622 1.047 -0.6 0.1 -0.4
C -1.374 -0.666 -0.333 -2.0 2.3 0.1
N -1.114 0.728 -0.136 1.1 -2.4 -0.1
C -0.045 1.281 -0.977 0.3 0.0 -0.1
H 4.509 1.168 -1.283 -0.2 0.1 0.2
H 3.321 0.596 -0.277 0.4 -0.1 0.2
H 3.571 -0.071 -1.742 0.0 -0.1 0.0
H -2.344 -2.366 0.589 -0.4 0.0 -0.3
H -2.862 0.441 1.779 -0.2 0.1 0.0
H -3.621 -1.218 2.214 0.0 0.3 0.3
H 2.061 -1.043 2.238 -0.3 -0.6 0.1
H -1.600 -0.905 -1.377 0.5 -0.2 -0.1
H -0.378 -1.178 -0.082 1.7 -0.5 0.6
H -0.792 0.777 0.830 -0.6 0.8 0.2
H 0.808 1.288 -0.315 0.3 0.7 -0.5
H 0.206 0.613 -1.802 -0.3 0.1 -0.1
H -0.233 2.279 -1.364 -0.3 0.0 0.1
```
Positions in Å, forces in eV/Å.


Entry 4:
A molecular structure, C32H33Cr2N6O4. Source: OMol25; level of theory: ωB97M-V/def2-TZVPD.

Properties
orbital gap (alpha / beta)	5.694 / 4.231	eV
net charge	+2
multiplicity	10

```
77
Properties=species:S:1:pos:R:3:forces:R:3
Cr 1.671 -0.917 3.463 -0.7 1.0 -1.8
Cr 1.922 1.648 0.939 -1.7 -0.8 2.4
C -0.405 -0.140 0.308 0.1 1.2 0.5
O 0.550 -0.027 1.363 2.2 0.5 -0.1
H -0.291 -0.854 -0.508 0.6 -0.5 0.4
H -1.410 -0.257 0.714 -0.1 0.0 0.0
H -0.289 0.850 -0.133 -1.0 0.2 -0.9
C 3.838 1.532 2.741 0.1 -1.9 -4.0
O 4.905 0.956 2.537 4.6 -0.8 1.6
O 3.625 2.439 1.966 0.7 6.9 -2.7
O 2.846 0.859 2.898 -6.0 -4.9 4.6
N 2.890 -2.267 2.257 0.5 -0.9 0.3
C 2.908 -2.300 0.903 0.2 -1.5 -0.1
C 3.709 -3.197 0.157 -0.9 1.4 1.2
C 4.623 -4.024 0.803 0.3 0.8 0.3
C 4.657 -3.994 2.214 -1.1 1.0 -1.0
C 3.733 -3.164 2.861 0.3 -0.3 -0.3
H 2.166 -1.775 0.320 -0.1 0.6 0.5
H 3.518 -3.061 -0.897 0.6 -0.7 -0.2
H 5.358 -4.547 0.210 -0.1 -0.4 0.1
H 5.362 -4.544 2.819 -0.1 -0.2 -0.1
H 3.682 -3.329 3.927 -0.2 0.7 0.3
N -5.334 0.508 -4.411 2.0 0.4 0.1
C -5.238 -0.099 -3.218 -1.3 0.2 -0.8
C -4.082 -0.385 -2.531 1.6 -0.7 -1.8
C -2.913 -0.194 -3.267 0.6 2.3 0.8
C -2.914 0.607 -4.442 -0.6 -0.2 1.0
C -4.130 0.946 -4.964 -2.5 -1.8 0.6
H -6.149 -0.487 -2.786 -0.5 0.4 -0.1
H -4.048 -0.941 -1.606 -0.3 0.1 0.1
H -1.986 -0.332 -2.730 0.3 -0.5 -0.3
H -2.110 1.131 -4.938 0.8 -0.8 0.3
H -4.174 1.374 -5.954 -0.3 0.5 0.1
N 0.164 -0.493 -4.612 -1.3 -0.9 -0.8
C 0.431 -0.339 -5.945 0.5 -0.3 2.4
C 1.230 0.695 -6.359 -0.6 -1.0 -0.9
C 1.582 1.699 -5.487 0.3 -0.2 0.5
C 1.204 1.616 -4.143 -0.8 -1.1 -0.9
C 0.469 0.423 -3.740 1.6 3.4 -1.4
H 0.041 -1.115 -6.586 0.1 0.0 -0.1
H 1.560 0.656 -7.387 0.0 0.5 -0.1
H 2.172 2.460 -5.976 0.1 0.6 0.7
H 1.378 2.477 -3.514 0.0 -0.2 0.4
H 0.044 0.465 -2.748 0.1 -0.8 0.4
N -0.877 -5.945 -0.578 -0.7 0.3 -1.3
C -2.103 -5.362 -0.799 2.3 1.9 0.3
C -2.238 -3.975 -1.214 -0.3 -3.0 0.5
C -1.112 -3.334 -1.635 0.6 -0.3 0.8
C 0.115 -4.015 -1.560 0.5 -0.3 0.2
C 0.255 -5.322 -1.032 -3.0 2.0 -0.1
H -3.000 -5.907 -0.546 0.2 -0.3 0.2
H -3.225 -3.538 -1.180 0.0 0.1 -0.2
H -1.192 -2.288 -1.892 0.3 0.0 -0.4
H 0.991 -3.464 -1.869 0.3 -0.1 -0.2
H 1.224 -5.795 -0.980 -0.1 -0.3 0.3
N 0.657 3.374 1.756 -1.8 2.6 1.8
C -0.725 3.268 1.939 0.2 0.2 -1.0
C -1.640 4.267 2.328 2.6 0.4 -0.8
C -1.091 5.559 2.509 -2.0 -1.6 0.0
C 0.261 5.739 2.512 1.2 -1.3 -0.5
C 1.124 4.636 2.199 -1.3 -0.9 -0.3
H -1.209 2.368 1.589 0.5 -0.5 0.1
H -2.700 4.069 2.269 0.0 0.0 0.2
H -1.805 6.355 2.661 0.3 0.4 0.1
H 0.569 6.754 2.713 0.9 -0.2 0.1
H 2.190 4.701 2.358 0.1 0.2 -0.5
N 0.087 0.354 4.387 -2.2 3.2 1.4
C -1.290 0.358 4.098 1.5 -0.4 0.9
C -2.224 1.334 4.515 1.5 -0.9 0.2
C -1.767 2.453 5.200 0.3 -0.4 -0.8
C -0.394 2.570 5.478 -1.3 -0.7 -0.2
C 0.430 1.506 5.150 0.4 -1.6 -1.1
H -1.635 -0.568 3.661 -0.1 0.1 -0.4
H -3.282 1.137 4.427 0.0 0.0 -0.4
H -2.502 3.202 5.454 0.2 0.2 0.3
H -0.096 3.446 6.034 0.6 -0.2 0.0
H 1.441 1.503 5.529 0.2 0.1 -0.2
```
Positions in Å, forces in eV/Å.


Entry 5:
3 unconnected molecules or ions with the total composition CH4N2O3S. Source: OMol25; level of theory: ωB97M-V/def2-TZVPD.

Properties
orbital gap	9.419	eV
net charge	0
multiplicity	1
energy relative to the best compared isomer or geometry (same formula, charge and spin)	23.97	kcal per mole

```
11
Properties=species:S:1:pos:R:3:forces:R:3
C 1.101 3.851 2.751 3.4 -0.4 -1.4
N 0.165 3.851 3.481 -3.7 0.0 0.6
N -0.096 -3.723 -1.674 -3.7 -1.5 -0.1
O 2.122 3.798 2.190 -0.4 0.3 -0.1
O 0.803 -0.929 -1.855 -1.8 0.0 0.2
O -1.180 -1.544 -3.191 0.2 0.5 1.3
S -0.628 -1.220 -1.883 1.7 1.1 -1.6
H -0.744 3.738 2.994 0.7 0.2 0.9
H 0.604 -3.349 -2.171 3.2 1.4 -2.3
H 0.142 -3.764 -0.738 0.2 -0.1 2.2
H -0.958 -3.229 -1.890 0.1 -1.4 0.3
```
Positions in Å, forces in eV/Å.